No. 1
ORCA calculation (ωB97M-V/def2-TZVPD) on a 3-piece molecular cluster, C7H12N2 overall in a non-equilibrium geometry.

Geometry as XYZ:
```
21
Properties=species:S:1:pos:R:3:mulliken_charge:R:1
C -2.0459 -0.3496 -0.6456 -0.980
C -1.0502 -0.3168 0.4562 0.785
C -1.0255 0.4424 1.7766 -1.063
C -0.5172 1.1544 0.5980 -0.429
C 1.5829 0.5068 -0.6158 0.019
C 2.3752 -0.6103 -0.4166 -0.917
C 0.9650 -0.7419 -0.8240 -0.154
H -1.5332 0.6333 -1.6733 0.185
H -2.1979 -1.7273 -1.0911 0.215
H -3.2318 -0.0071 -0.1899 0.238
H -0.4956 -0.1646 2.3507 0.388
H -1.9773 0.7004 2.1740 0.313
H -1.0852 1.9989 0.3069 0.393
H 1.2645 2.0207 0.7976 0.236
H 2.0160 1.3787 -1.2378 0.255
H 2.7444 -1.0037 0.5803 0.336
H 2.7328 -0.6883 -1.4334 0.309
H 0.3729 -0.9001 -1.9362 0.190
H 0.0898 -2.2686 0.2696 0.276
N 0.9531 1.1344 0.5795 -0.325
N 0.0631 -1.1917 0.1743 -0.271
```

The spin multiplicity is 1. The gap between HOMO and LUMO comes out at 8.514 eV.



No. 2
ORCA calculation (ωB97M-V/def2-TZVPD) on one molecule with the formula C7H12N2O3 in a non-equilibrium geometry.

Geometry as XYZ:
```
24
Properties=species:S:1:pos:R:3:mulliken_charge:R:1
C 0.1685 -0.8284 0.7304 0.377
C -1.1554 -0.1271 0.3093 0.321
C 0.4275 -1.0002 2.2207 -0.810
C 1.9224 -0.6830 2.3026 -0.409
C 2.3800 -0.6492 0.8701 -0.749
C -2.2421 0.6918 -1.6129 -0.416
C -1.8694 1.7558 -2.5485 0.419
H 1.2045 0.7020 0.0165 0.298
H 0.1825 -1.8776 0.4401 0.184
H 0.3076 -2.0789 2.5297 0.312
H -0.2709 -0.3614 2.7711 0.304
H 2.1701 0.0959 2.9440 0.395
H 2.2438 -1.6211 2.7952 0.201
H 3.2943 0.0625 0.7640 0.312
H 2.8958 -1.5689 0.4930 0.287
H -0.3670 0.0301 -1.7106 0.279
H -2.8716 1.0456 -0.8850 0.415
H -2.7229 0.0570 -2.3579 0.248
H -0.6349 1.9602 -3.9379 0.316
N 1.2810 -0.3119 0.0116 -0.515
N -1.0514 0.2542 -1.0774 -0.131
O -2.0602 0.3581 1.0184 -0.659
O -2.2213 2.8804 -2.5824 -0.513
O -1.0110 1.2138 -3.5036 -0.465
```

Its SMILES is O=C(O)CNC(=O)[C@@H]1CCCN1. The spin multiplicity is 1. The gap between HOMO and LUMO comes out at 10.241 eV.



No. 3
ORCA calculation (ωB97M-V/def2-TZVPD) on one molecule with the formula C7H12N3P3 in a non-equilibrium geometry.

Geometry as XYZ:
```
25
Properties=species:S:1:pos:R:3:mulliken_charge:R:1
C -1.6606 1.5066 0.0416 -0.768
C -0.4071 1.6321 0.5702 -0.969
C -1.7521 -0.8602 0.3979 -0.704
C -0.3432 -0.7930 0.9874 -0.717
C -0.2330 0.1519 -1.1811 -0.703
C -1.6703 0.2560 -0.6912 -0.190
C 0.2963 0.3850 0.2251 0.614
N 4.1303 1.2993 0.0304 -0.135
N 4.0230 -1.3030 0.2014 -0.271
N 1.6904 0.3502 0.3541 -0.429
P 5.0243 0.0631 0.3970 0.008
P 2.5683 1.5943 -0.4971 0.097
P 2.4083 -1.4581 -0.5339 0.060
H -2.4892 2.0944 -0.0587 0.607
H -0.0462 2.3364 1.2679 0.514
H -2.3669 -1.7787 0.1023 0.364
H -2.4010 -0.3980 1.1196 0.282
H -0.3646 -0.7128 2.0491 0.333
H 0.3258 -1.5896 0.7414 0.269
H 0.1417 -0.8018 -1.7689 0.326
H -0.0512 1.0029 -1.8646 0.326
H -2.4686 0.1619 -1.3788 0.672
H 3.9546 -2.0319 0.8747 0.303
H 2.4541 2.4147 0.6394 0.041
H 2.8258 -1.0499 -1.8464 0.069
```

Its SMILES is C1=C[C@@]2(n3[pH]np[nH][pH]3)CC[C@@H]1C2. The spin multiplicity is 1. The gap between HOMO and LUMO comes out at 8.050 eV.



No. 4
ORCA calculation (ωB97M-V/def2-TZVPD) on an isolated ion of composition C7H12N4 and charge +2 in a non-equilibrium geometry.

Geometry as XYZ:
```
23
Properties=species:S:1:pos:R:3:mulliken_charge:R:1
C -0.8040 1.3015 -0.3937 -0.289
C -0.4275 -0.9430 -0.2557 0.123
C 0.9942 0.4141 0.6550 0.304
C 2.1310 -1.5653 1.1193 -0.011
C -0.0474 -2.3313 -0.0399 -0.203
C -2.4592 -0.1940 -1.3364 -0.944
C 0.8433 2.8403 0.5146 -0.922
N -1.1913 0.0161 -0.6485 -0.157
N 0.3690 1.4836 0.2718 -0.029
N 2.0840 -0.2295 1.1076 -0.080
N 1.2407 -2.4279 0.6910 -0.139
H -1.4166 2.1298 -0.6911 0.483
H 3.0312 -1.9878 1.5550 0.397
H -0.8043 -2.8816 0.5439 0.337
H 0.0767 -2.8551 -1.0041 0.336
H -3.2840 -0.1045 -0.6260 0.371
H -2.5892 0.5594 -2.1125 0.363
H -2.4924 -1.1837 -1.7879 0.371
H -0.0001 3.5039 0.7003 0.350
H 1.5088 2.8672 1.3753 0.379
H 1.3821 3.2054 -0.3630 0.366
H 2.8994 0.2761 1.4634 0.319
H 1.4890 -3.4058 0.8223 0.277
```

As for the charge: +2. The spin multiplicity is 3. The gap between HOMO and LUMO (spin up / spin down) comes out at 5.890 / 8.642 eV.



No. 5
ORCA calculation (ωB97M-V/def2-TZVPD) on one molecule with the formula C7H12N4O3 in a non-equilibrium geometry.

Geometry as XYZ:
```
26
Properties=species:S:1:pos:R:3:mulliken_charge:R:1
C 1.2203 2.4962 -0.8349 0.651
C 1.0474 3.6072 -1.5910 -0.970
C -1.1958 -1.5374 1.2435 0.786
C 2.0405 -1.6029 0.8858 -1.161
C -0.2659 0.9050 -2.1410 -0.881
C -3.3406 -1.8442 2.0351 -0.696
C 0.8491 -0.9131 0.2427 0.164
N 2.1801 2.3308 0.1349 -0.673
N 2.2147 1.1308 0.4570 -0.386
N 0.4445 1.3105 -0.9508 -0.101
N 1.2869 0.4049 -0.1552 0.713
O -1.1397 -2.5593 0.6511 -0.541
O -2.1604 -1.0344 1.9487 -0.363
O -0.2108 -0.6190 1.1971 -0.341
H 0.3084 3.6852 -2.3840 0.229
H 1.7208 4.4661 -1.5819 0.280
H 2.4939 -0.6970 1.3541 0.373
H 2.6350 -1.9614 0.0790 0.328
H 1.6323 -2.4281 1.4856 0.356
H 0.2347 0.5149 -3.1016 0.271
H -0.8345 0.0960 -1.6667 0.324
H -0.9259 1.7020 -2.6277 0.309
H -3.9420 -1.3650 2.7627 0.219
H -3.0118 -2.8257 2.1896 0.342
H -3.7769 -1.8064 1.0475 0.312
H 0.4957 -1.4558 -0.6795 0.457
```

Its SMILES is C=C1N=NN([C@@H](C)OC(=O)OC)N1C. The spin multiplicity is 1. The gap between HOMO and LUMO comes out at 8.198 eV.



No. 6
ORCA calculation (ωB97M-V/def2-TZVPD) on a 2-piece molecular cluster, C7H12NSi overall in a non-equilibrium geometry.

Geometry as XYZ:
```
21
Properties=species:S:1:pos:R:3:mulliken_charge:R:1
C 0.1831 -0.9130 -2.5294 -0.547
C -0.2015 0.4685 -2.5371 -0.257
C -0.5365 -1.8069 -1.7391 -0.055
C -1.2008 0.9595 -1.6757 -0.627
C -1.5924 -1.3173 -1.0489 -0.515
C -1.8444 0.0588 -0.8460 -0.823
C 0.8882 1.0960 0.6327 -0.547
N 1.7112 1.0555 1.8987 -0.357
Si -0.1356 0.0437 1.8504 0.521
H 0.9243 -1.2533 -3.1337 0.566
H 0.1996 1.2224 -3.3325 0.247
H -0.4363 -2.9258 -1.7247 0.366
H -1.4524 1.9482 -1.6966 0.647
H -2.2192 -2.1672 -0.5434 0.295
H 1.5203 0.7901 -0.2110 0.369
H 0.4812 2.0345 0.3325 0.368
H 2.6505 0.7865 1.7208 0.281
H -2.5847 0.4808 -0.2997 0.750
H 1.7657 1.9952 2.3153 0.291
H -0.3715 -1.3974 1.6265 0.021
H -0.4781 0.7622 3.0527 0.008
```

As for the charge: +1. The spin multiplicity is 1. The gap between HOMO and LUMO comes out at 7.955 eV.



Asked for ΔE to the lowest compared entry with this formula, charge and spin across the records above, the calculation gives 198.19; 37.54; 23.70; 14.30; 100.90; 0.00 kcal/mol in order.